(1)
This record from the Open Molecules 2025 dataset describes 2 unconnected molecules or ions with the total composition C3H12N2OS at a distorted geometry. The level of theory is ωB97M-V/def2-TZVPD.

## Properties
HOMO, eV: -8.44
Structure (SMILES): NC[C@@H](N)CS.O
E_LUMO, Ha: 0.0246
Kohn-Sham gap, eV: 9.105
Maximum force, eV Å⁻¹: 4.32
Spin multiplicity: 1

Each line ends with the Mulliken charge.
Cartesian coordinates (Å):
N 0.3343 1.2457 -0.7625  -0.59
C -0.4325 0.0380 -0.2118  -0.54
C 0.3294 -0.7042 0.8819  0.04
N 0.5394 -0.0768 2.2645  -0.48
C -0.1573 -2.1268 0.9147  -0.90
S 0.3736 -3.0264 2.4039  -0.21
H 1.1253 0.8040 -1.2009  0.25
H -0.1380 1.6356 -1.5236  0.21
H -1.5260 0.3020 0.2260  0.27
H -0.6015 -0.7702 -0.8931  0.33
H 1.4960 -0.8703 0.7318  0.26
H 1.1632 0.6892 2.1623  0.23
H -0.3862 -0.0658 2.6566  0.23
H -1.2584 -2.3052 0.7534  0.39
H 0.3893 -2.6187 0.1392  0.39
H 1.7131 -2.7988 2.1842  0.12
O -0.6985 3.4211 -3.3810  -0.63
H -0.9094 4.3297 -3.4750  0.31
H -1.3557 2.8979 -3.8702  0.32

(2)
This record from the Open Molecules 2025 dataset describes a gas-phase ion, C3H5NO3S (charge -2) at a distorted geometry. The level of theory is ωB97M-V/def2-TZVPD.

## Properties
HOMO, eV: 1.69
Net charge: -2
E_LUMO, Ha: 0.2436
Kohn-Sham gap, eV: 4.940
Maximum force, eV Å⁻¹: 2.93
Spin multiplicity: 1

Each line ends with the Mulliken charge.
Cartesian coordinates (Å):
C 0.5139 -0.7879 -0.1611  -0.47
C 1.4182 0.1343 0.6336  -0.55
C -0.3426 0.3882 -0.4787  -0.36
N 0.4141 1.2245 0.4523  -0.12
O 0.8427 2.4867 -0.1156  -0.92
O -2.9371 -0.4460 -1.1209  -0.70
O -1.9609 -1.1002 0.9975  -0.70
S -2.1836 0.0920 0.0898  0.30
H 0.7243 -1.4550 -1.0626  0.26
H 0.0156 -1.3894 0.4990  0.25
H 1.6219 0.0546 1.6908  0.32
H 2.3665 0.1618 0.0759  0.25
H -0.4931 0.6365 -1.5000  0.46

(3)
This record from the Open Molecules 2025 dataset describes C5H8OS2 in the gas phase at a distorted geometry. The level of theory is ωB97M-V/def2-TZVPD.

## Properties
HOMO, eV: -8.49
Structure (SMILES): C=C(CC(O)=S)SC
E_LUMO, Ha: 0.0079
Kohn-Sham gap, eV: 8.709
Maximum force, eV Å⁻¹: 3.07
Spin multiplicity: 1

Each line ends with the Mulliken charge.
Cartesian coordinates (Å):
C -0.2165 1.9485 -0.8035  -0.71
C -0.0568 0.7204 -0.2386  0.45
C 1.1753 0.2385 0.5869  -0.86
C 2.0934 -0.5821 -0.2419  0.39
O 1.6164 -1.7203 -0.8599  -0.47
S 3.7152 -0.1199 -0.2782  -0.28
S -1.0528 -0.6199 -0.9614  -0.13
C -2.1603 -0.8406 0.5591  -0.73
H 0.4236 2.8953 -0.6492  0.28
H -1.2186 2.1209 -1.3354  0.22
H 1.7163 0.9907 1.1728  0.46
H 0.6852 -0.5421 1.2660  0.21
H 0.6621 -1.7275 -0.6762  0.31
H -2.8495 -1.6942 0.3077  0.32
H -1.6531 -1.1862 1.4638  0.29
H -2.8797 0.1184 0.6881  0.25

(4)
This record from the Open Molecules 2025 dataset describes a molecular structure, C41H45NP2Ru at a distorted geometry. The level of theory is ωB97M-V/def2-TZVPD.

## Properties
HOMO (spin up / spin down), eV: -12.78 / -13.50
Net charge: +2
E_LUMO (spin up / spin down), Ha: -0.1906 / -0.2647
Kohn-Sham gap (spin up / spin down), eV: 7.596 / 6.299
Maximum force, eV Å⁻¹: 2.94
Spin multiplicity: 5

Each line ends with the Mulliken charge.
Cartesian coordinates (Å):
Ru 0.1604 -0.1448 2.2891  -0.13
C -2.0662 -0.0679 4.3411  -0.62
C -2.4157 -0.2870 3.0411  0.43
C -3.0852 0.6468 2.0634  -1.77
C -2.1914 1.4311 1.0594  -0.59
C -0.7576 1.6162 1.4955  0.36
C -0.3931 1.8133 2.8731  -0.33
C -1.4571 2.3155 3.8839  -1.80
C -2.0122 1.3001 4.8853  -1.11
C 2.0946 0.0358 2.0288  -0.97
H -2.0809 -0.9075 5.0505  0.83
H -2.7059 -1.3040 2.8563  0.56
H -3.7223 1.3673 2.6094  0.44
H -3.8405 0.0637 1.4956  0.43
H -2.2231 0.9607 0.0548  -0.03
H -2.7130 2.4113 0.9760  0.77
H -0.0512 2.0151 0.7674  0.16
H 0.6541 2.1631 3.0148  0.88
H -2.3464 2.7004 3.3658  0.41
H -1.0282 3.1703 4.4310  0.52
H -1.3983 1.3152 5.7916  0.30
H -3.0795 1.5086 5.1301  0.57
H 2.6150 -0.6667 2.7050  0.42
H 2.4090 1.0566 2.2847  0.23
H 2.3542 -0.1768 0.9847  0.25
P -0.4329 -1.4396 -2.4395  0.70
P 1.1880 0.5968 -2.7708  0.64
C -1.3523 0.0281 -2.9494  -0.12
C -0.4785 0.9732 -3.4034  -1.17
C -0.6558 -2.6200 -3.8032  0.36
C -1.6858 -2.4690 -4.7334  -0.06
C -1.7407 -3.2925 -5.8663  -0.82
C -0.8204 -4.3340 -6.0123  -0.44
C 0.1782 -4.5317 -5.0514  -0.75
C 0.2590 -3.6759 -3.9555  -0.20
C -1.4732 -2.1416 -1.1357  -0.24
C -1.0848 -1.5667 0.0882  0.00
C -1.5196 -2.1286 1.2680  -0.16
C -2.7456 -2.8497 1.2476  -0.30
C -3.1703 -3.3906 0.0236  -1.18
C -2.4843 -3.1158 -1.1702  -0.65
C 2.1283 0.6930 -4.4097  0.54
C 1.9033 -0.2367 -5.4532  0.02
C 2.4444 -0.0167 -6.7245  -0.75
C 3.2527 1.1079 -6.9569  -0.44
C 3.5695 1.9758 -5.9069  -0.81
C 3.0029 1.7642 -4.6457  -0.29
C 1.5569 2.1497 -1.8842  0.61
C 2.8277 2.2979 -1.2879  -0.36
C 3.2160 3.5623 -0.8369  -0.71
C 2.3429 4.6526 -0.9138  -0.54
C 1.0254 4.4380 -1.3235  -0.59
C 0.6111 3.1838 -1.7781  -0.56
H -2.4446 0.0165 -2.9223  0.78
H -0.6572 1.8223 -4.0706  0.67
H -2.4117 -1.6764 -4.5711  0.44
H -2.4971 -3.1179 -6.6384  0.41
H -0.8784 -4.9901 -6.8819  0.42
H 0.8972 -5.3429 -5.1759  0.42
H 1.0413 -3.7947 -3.2119  0.42
H -0.3860 -0.7091 0.1157  0.54
H -0.8061 -2.0372 2.1399  0.16
H -3.3928 -2.9547 2.1307  0.49
H -4.0402 -4.0546 0.0085  0.41
H -2.7613 -3.6175 -2.1053  0.52
H 1.2607 -1.1084 -5.2886  0.09
H 2.2182 -0.7188 -7.5333  0.42
H 3.6457 1.3013 -7.9532  0.39
H 4.2355 2.8294 -6.0652  0.41
H 3.1988 2.4807 -3.8512  0.30
H 3.5103 1.4429 -1.2300  0.44
H 4.2157 3.7159 -0.4425  0.50
H 2.6728 5.6568 -0.6323  0.45
H 0.3041 5.2544 -1.3097  0.44
H -0.4239 3.0256 -2.1000  0.38
C 0.2167 -2.7662 4.2944  -1.25
C 0.4895 -1.4950 4.9751  0.44
C 0.5833 -1.3597 6.3833  -0.99
C 0.9292 -0.0521 6.6542  -0.58
C 1.0607 0.6223 5.4016  0.29
C 1.6217 1.9837 5.3639  -1.33
N 0.7265 -0.2724 4.4015  0.75
H -0.8586 -3.0076 4.3487  0.25
H 0.5346 -2.8267 3.2459  0.33
H 0.7745 -3.5394 4.8436  0.50
H 0.3947 -2.1352 7.1052  0.56
H 1.0783 0.4219 7.6170  0.58
H 2.3330 1.9696 6.2003  0.49
H 2.1606 2.3318 4.4855  0.26
H 0.8730 2.7510 5.5749  0.28

For reference, relative energy (zero: lowest compared OMol25 entry of this formula, charge and spin) by record: 1.773; 1.003; 2.049; 1.692 eV.